The following is a DFT calculation (the ωB97M-V functional and the def2-TZVPD basis) of 7 unconnected molecules or ions with the total composition C68H73ClN6O19 in a non-equilibrium geometry.

CARTESIAN COORDINATES (ANGSTROEM)
H (-5.568, -2.707, 0.926)
H (-8.791, -1.638, 2.882)
C (8.052, 3.823, 2.972)
H (6.604, 6.748, 2.134)
H (-8.490, -3.133, 1.913)
H (-6.766, -0.902, 1.434)
C (-2.336, 1.088, -2.951)
H (5.684, 5.317, 0.349)
C (2.446, 9.990, 5.469)
C (5.271, -1.143, -10.247)
C (6.680, 3.546, 1.036)
H (0.948, 1.690, 3.714)
H (-3.189, 2.599, -1.747)
H (8.025, -1.599, -5.339)
N (-7.803, -4.378, 9.080)
C (6.930, -5.503, -7.778)
N (5.296, 3.010, -11.024)
C (0.866, -1.757, -1.851)
C (0.390, 0.992, 3.067)
C (6.398, 0.978, -10.174)
H (2.738, 8.609, 7.085)
C (5.282, 1.568, -10.740)
C (-8.129, 4.353, -0.749)
O (9.397, 3.997, 4.832)
C (-3.357, -1.628, 2.449)
C (8.056, -4.762, -7.462)
H (-6.388, -9.483, 9.380)
O (-8.990, -4.122, 9.041)
C (6.349, 4.893, 1.091)
O (0.229, -1.885, -0.880)
C (-2.047, -1.340, 2.744)
H (-9.822, -3.141, 5.222)
C (-5.697, -3.165, 1.909)
C (-1.007, 0.454, -3.300)
H (1.746, 2.793, -0.799)
C (-5.788, -2.065, 3.008)
O (-5.407, 3.777, -2.062)
C (4.155, -0.536, -10.809)
H (8.039, -8.536, -6.775)
H (-2.311, -1.252, 6.061)
H (-8.778, -8.870, 9.272)
H (7.253, -0.860, -9.487)
H (-3.667, 1.107, -4.596)
C (6.493, -1.998, -3.892)
O (4.201, 5.857, 3.492)
O (9.274, 2.084, 3.856)
C (6.995, 0.573, -2.958)
C (0.160, 1.600, -1.441)
C (-8.394, -6.765, 9.195)
N (3.902, 6.912, 2.972)
C (5.770, -1.503, -2.820)
C (-3.615, 0.627, -3.610)
C (7.721, 5.165, 3.043)
H (10.045, -4.766, -6.645)
C (0.565, -0.445, 3.609)
H (-5.484, 0.015, 2.316)
C (-8.756, -2.932, 5.357)
H (2.250, 11.147, 3.674)
H (6.060, -5.036, -8.217)
C (-2.620, -1.341, 5.023)
C (-1.662, -1.191, 4.060)
O (-6.917, -3.548, 9.036)
C (1.274, 1.862, -0.450)
H (-9.440, -6.502, 9.147)
C (-7.412, -5.791, 9.181)
H (-6.780, -5.125, 4.374)
C (0.140, 0.619, -2.328)
C (1.242, -0.396, -2.454)
N (8.071, -3.323, -7.748)
H (6.272, 2.918, 0.255)
H (-8.775, 5.131, -2.617)
C (-6.070, -6.118, 9.249)
H (0.702, -1.163, 2.793)
C (3.284, 7.754, 5.200)
H (-7.968, -5.097, 3.005)
H (-4.626, -1.703, 5.555)
H (-4.807, -3.769, 2.124)
C (-6.297, -0.707, 2.401)
C (-5.703, -7.452, 9.324)
C (-7.833, 4.766, -2.192)
H (-4.657, -7.722, 9.375)
C (6.866, 5.700, 2.094)
H (2.062, 1.108, -0.464)
O (-0.922, 3.671, -1.049)
H (1.398, -0.585, -3.525)
C (-8.771, -2.729, 2.888)
O (-0.411, -0.926, 4.527)
C (-3.925, -1.606, 4.737)
O (-7.427, 3.673, -3.028)
H (-7.146, 5.615, -2.237)
H (-8.660, -1.856, 5.557)
H (2.084, 10.783, 6.111)
H (-5.485, 0.057, -2.741)
O (4.008, 7.150, 1.783)
H (-0.645, 1.359, 3.037)
C (-4.317, -1.768, 3.434)
C (-5.804, 1.978, -3.598)
H (3.287, 1.296, -11.493)
C (6.389, -0.386, -9.926)
N (5.237, 0.312, -1.252)
H (5.269, -2.209, -10.060)
C (2.814, 8.769, 6.018)
Cl (1.526, -3.171, -2.756)
H (-8.726, 3.438, -0.791)
H (7.193, 1.572, -2.599)
C (-8.021, -8.098, 9.267)
H (-9.808, -3.048, 3.062)
H (-5.918, -3.178, 4.840)
O (7.071, -2.828, -8.230)
H (-4.713, 1.286, -1.788)
O (4.294, 3.502, -11.504)
C (-7.763, -4.792, 4.040)
H (2.208, -0.078, -2.061)
C (-2.294, 2.073, -2.080)
H (-3.629, -1.729, 1.403)
C (2.541, 10.196, 4.100)
C (7.718, 0.071, -4.028)
H (-6.698, -1.618, 4.937)
H (3.569, 6.805, 5.631)
C (9.161, -6.713, -6.643)
C (9.171, -5.351, -6.893)
O (9.086, -2.705, -7.489)
C (7.537, 3.005, 1.982)
H (-7.054, -0.330, 3.090)
O (6.310, 3.627, -10.765)
H (1.543, 2.913, 1.375)
H (-5.366, 2.278, -4.554)
O (4.403, -0.416, -0.750)
H (5.015, -2.119, -2.353)
H (-1.337, -1.221, 1.932)
H (7.271, 1.563, -9.925)
H (8.477, 0.680, -4.500)
C (8.042, -7.470, -6.964)
H (10.027, -7.187, -6.201)
H (-7.181, 4.161, -0.245)
H (-6.757, 1.491, -3.836)
N (8.977, 3.258, 3.963)
H (-8.393, -3.487, 6.228)
H (-6.533, -3.864, 1.897)
C (-6.677, -8.441, 9.329)
C (-6.559, -2.484, 4.277)
H (6.297, -2.997, -4.259)
O (1.030, 0.982, 1.799)
C (4.157, 0.828, -11.056)
H (6.056, -7.456, -7.776)
C (-7.913, -3.226, 4.070)
H (-8.589, -5.204, 4.626)
C (7.464, -1.212, -4.497)
O (5.454, 1.454, -0.895)
H (-3.595, -0.448, -3.814)
C (3.012, 9.186, 3.277)
O (-0.867, -0.176, -4.308)
C (-6.175, 3.224, -2.791)
C (3.382, 7.978, 3.839)
C (6.025, -0.221, -2.370)
H (3.284, -1.127, -11.058)
C (0.840, 2.145, 1.006)
H (-8.638, 5.147, -0.198)
C (6.927, -6.865, -7.528)
H (-0.165, 2.572, 1.091)
H (8.121, 5.797, 3.822)
C (-1.015, 2.554, -1.468)
H (7.795, 1.957, 1.935)
H (1.507, -0.428, 4.166)
C (-4.895, 0.978, -2.816)
H (-5.308, -5.352, 9.243)
H (3.087, 9.352, 2.212)

Summary:
multiplicity: 1
SMILES: CCOC(=O)CCCC1=CC(=O)C(CCOCCOc2ccc(C(C)(C)CC(C)(C)C)cc2)=C(CC(=O)Cl)C1=O.O=[N+]([O-])c1ccccc1.O=[N+]([O-])c1ccccc1.O=[N+]([O-])c1ccccc1.O=[N+]([O-])c1ccccc1.O=[N+]([O-])c1ccccc1.O=[N+]([O-])c1ccccc1
DFT total energy: -4852.673240 Ha
frontier orbital gap: 6.897 eV
charge: 0
maximum force: 1.78 eV/A
lowest unoccupied orbital energy: -1.11 eV

---

The following is a DFT calculation (the ωB97M-V functional and the def2-TZVPD basis) of 9 unconnected molecules or ions with the total composition C68H74ClF8N2O3PS3 in a non-equilibrium geometry.

CARTESIAN COORDINATES (ANGSTROEM)
H (-6.336, 1.357, -0.212)
H (3.174, 3.357, 0.660)
H (2.471, -0.616, 3.161)
C (1.105, -0.329, 4.800)
C (0.947, 4.583, -6.034)
C (-7.083, 0.996, -0.905)
C (-3.508, 9.243, -4.015)
C (5.871, -3.634, -2.744)
H (-0.345, 8.276, -4.782)
F (-5.239, -4.393, -1.502)
C (-3.704, 8.462, -2.884)
C (-8.362, -6.168, -1.899)
H (0.345, 4.240, 3.187)
C (0.871, 5.122, -4.766)
H (0.186, 0.150, 4.477)
C (4.283, 0.310, -0.285)
H (5.048, -4.268, -3.046)
N (0.136, 0.229, -3.381)
H (-8.754, -7.171, -1.800)
H (2.441, 0.036, -7.114)
C (3.210, 2.296, 4.686)
C (-7.661, -0.087, -2.973)
H (4.630, 1.266, -0.663)
S (-3.541, 1.636, -1.195)
C (0.869, -1.865, 4.645)
H (5.082, -0.332, 0.077)
C (7.975, -1.996, -1.963)
C (4.017, 3.115, 1.311)
H (1.609, 4.028, 1.920)
H (-9.341, -3.031, -2.713)
H (-6.947, -2.591, -2.222)
H (6.417, -3.114, -4.753)
H (3.223, -0.111, 4.639)
H (-2.153, 9.783, -5.588)
H (8.785, -1.357, -1.638)
F (1.884, -3.488, 0.852)
C (1.518, -4.199, 5.466)
H (-3.223, -3.935, 0.066)
H (-2.177, -1.698, 0.166)
C (-1.511, 7.568, -3.138)
H (0.899, 2.747, 0.442)
H (4.866, 2.990, 0.642)
H (4.382, -1.109, -8.168)
H (-0.655, -4.085, 5.911)
C (2.658, 6.622, -5.344)
C (-9.371, 0.676, -1.497)
H (0.690, 0.512, 2.004)
H (1.656, -2.288, 6.563)
H (3.331, 7.424, -5.074)
H (2.321, 0.942, 0.191)
C (0.035, 2.222, 0.840)
H (3.430, 6.438, -7.339)
C (-0.493, 0.560, -2.299)
H (-0.264, -4.376, 4.235)
C (1.858, 5.034, -6.967)
C (-6.541, -4.636, -1.761)
C (6.156, -3.473, -1.395)
C (1.173, 2.267, 3.213)
C (1.288, 3.777, 2.921)
F (7.478, -2.488, 0.283)
H (-0.414, -7.635, 10.874)
C (7.691, -2.169, -3.310)
H (-1.874, -3.881, 9.428)
H (4.269, 3.926, 1.982)
H (4.118, 1.750, 4.903)
C (-2.305, 9.178, -4.704)
F (0.102, 3.583, -6.365)
H (-0.024, -5.666, 5.433)
H (-2.276, -6.038, 10.565)
C (7.204, -2.653, -1.025)
C (-2.158, -3.842, 0.233)
F (-0.531, 6.745, -2.708)
C (4.266, -2.804, -5.241)
H (1.854, -7.071, 10.026)
C (-6.698, 0.379, -2.089)
H (-8.750, 1.636, 0.306)
C (6.638, -2.985, -3.702)
H (2.797, -2.503, 5.202)
C (-1.570, -2.586, 0.290)
H (0.143, 4.743, -4.063)
C (2.504, 1.566, 3.544)
O (3.623, 3.625, 4.369)
H (0.404, -3.317, 8.615)
H (2.867, -2.449, -3.657)
H (1.306, -0.178, 5.855)
H (-0.688, 1.342, 2.626)
C (-1.061, -4.580, 9.567)
C (-7.021, -5.924, -1.637)
S (2.456, 4.656, 3.979)
H (1.891, 4.582, -7.950)
C (-1.223, 3.083, 0.883)
H (8.291, -1.665, -4.055)
H (-4.294, 9.902, -4.360)
C (-1.293, 8.338, -4.263)
H (-2.064, 2.426, 1.103)
S (-1.541, 3.787, -0.773)
C (-8.429, 1.152, -0.606)
H (0.617, -5.741, 0.709)
C (-9.009, 0.055, -2.676)
F (5.718, -3.036, -7.078)
N (-1.278, 1.642, -2.503)
C (2.716, 6.066, -6.617)
H (-2.836, 6.989, -1.567)
H (4.787, -3.608, -4.737)
C (-2.701, 7.613, -2.441)
C (-0.264, 1.122, -4.336)
H (-10.241, -5.324, -2.493)
O (3.075, 5.643, 3.160)
C (4.670, -2.410, -6.500)
H (5.573, -3.976, -0.634)
C (-1.377, -4.980, 0.388)
H (0.033, 1.142, -5.369)
H (-9.775, -0.310, -3.348)
H (-1.834, -5.959, 0.348)
C (0.049, -4.595, 5.254)
C (3.192, -2.156, -4.647)
C (1.738, 6.147, -4.418)
C (0.556, -3.608, 0.650)
H (-0.195, 1.434, 0.124)
H (-6.352, -6.721, -1.341)
C (1.234, -5.168, 9.285)
H (1.696, 6.575, -3.428)
H (2.897, -0.563, 1.046)
C (0.209, -4.261, 9.108)
C (-1.127, 2.013, -3.820)
H (-1.626, 2.850, -4.264)
H (-0.191, -2.005, 4.861)
H (-7.361, -0.566, -3.896)
H (-4.640, 8.515, -2.344)
H (0.277, -1.497, 0.568)
H (3.846, -0.208, -1.141)
H (-0.393, 0.037, -1.364)
C (1.029, -6.381, 9.909)
C (-9.197, -5.130, -2.287)
P (3.791, 1.479, 2.132)
Cl (2.276, 2.333, 6.222)
H (1.695, -0.638, -4.849)
C (-0.241, -6.690, 10.375)
H (0.977, -2.124, 3.588)
C (-7.356, -3.589, -2.140)
C (2.533, -1.135, -5.318)
F (-10.677, 0.820, -1.208)
C (1.781, -2.680, 5.554)
C (2.954, -0.758, -6.587)
H (-1.223, 3.876, 1.624)
O (1.786, 5.209, 5.104)
H (-5.649, 0.260, -2.324)
C (-1.286, -5.793, 10.203)
H (0.589, 2.215, 4.134)
C (4.034, -1.394, -7.184)
C (-0.205, -2.466, 0.508)
C (0.292, 1.509, 2.177)
H (2.121, -4.586, 4.648)
H (1.832, -4.617, 6.419)
C (-8.693, -3.842, -2.409)
C (3.130, 0.451, 0.733)
F (2.467, -4.862, 8.836)
C (2.366, 0.077, 3.994)
C (-0.009, -4.866, 0.594)
C (-2.121, 2.288, -1.559)

Summary:
multiplicity: 1
SMILES: CCCCCC[C@@]1(P(C)CC)[C@H](CCCSC(=S)n2ccnc2)CS(=O)(=O)O[C@H]1Cl.Fc1ccccc1.Fc1ccccc1.Fc1ccccc1.Fc1ccccc1.Fc1ccccc1.Fc1ccccc1.Fc1ccccc1.Fc1ccccc1
DFT total energy: -5765.729572 Ha
frontier orbital gap: 6.772 eV
charge: 0
maximum force: 2.06 eV/A
lowest unoccupied orbital energy: -1.65 eV

---

Look up the frontier orbital gap of the first one. 6.897 eV

---

Among the records above, which one has the lowest maximum force? C68H73ClN6O19